No. 1
Below is C10H18HgN3O5P as an isolated structure at a distorted geometry, with properties calculated with ωB97M-V with the def2-TZVPD basis set.

Properties
HOMO energy ... -15.64 eV
LUMO ... -8.87 eV
Net charge ... +2
HOMO-LUMO gap ... 6.77 eV

Positions of all 38 atoms, in Å:
Hg1 -0.11 -0.31 -2.55
O1 -0.52 3.55 -2.88
C1 -0.35 2.41 -2.91
C2 2.40 -0.92 -2.82
O2 3.47 -1.28 -2.86
C3 -1.91 -1.71 -2.83
O3 -2.80 -2.47 -2.96
C4 0.06 -0.07 -5.46
O4 0.07 -0.06 -6.60
C5 -0.65 2.50 1.36
N1 -1.12 1.18 0.89
C6 -2.16 1.44 -0.17
P1 0.18 0.19 0.50
O5 0.87 0.70 -0.79
N2 1.45 0.31 1.51
C7 2.79 0.00 0.93
C8 1.38 0.15 2.96
N3 -0.39 -1.41 0.56
C9 0.22 -2.36 1.52
C10 -1.83 -1.72 0.45
H1 -1.56 3.08 1.59
H2 -0.06 3.05 0.60
H3 -0.05 2.38 2.27
H4 -1.83 2.21 -0.90
H5 -2.48 0.54 -0.72
H6 -3.04 1.84 0.37
H7 2.93 0.48 -0.05
H8 3.55 0.40 1.63
H9 2.93 -1.08 0.80
H10 2.07 0.91 3.41
H11 0.33 0.34 3.30
H12 1.69 -0.89 3.23
H13 -0.09 -2.12 2.56
H14 -0.17 -3.37 1.28
H15 1.32 -2.39 1.47
H16 -2.40 -1.30 1.30
H17 -2.27 -1.43 -0.51
H18 -1.90 -2.82 0.51

Mulliken population analysis, charges in e, atoms 1 to 8: atom 1 (Hg): 1.544, atom 2 (O): -0.088, atom 3 (C): 0.136, atom 4 (C): 0.067, atom 5 (O): -0.034, atom 6 (C): 0.266, atom 7 (O): -0.100, atom 8 (C): 0.104



No. 2
Below is a 2-piece molecular cluster, C10H18IN2 overall at a distorted geometry, with properties calculated with ωB97M-V with the def2-TZVPD basis set.

Properties
HOMO energy ... -12.13 eV
LUMO ... -4.53 eV
Net charge ... +1
HOMO-LUMO gap ... 7.60 eV
Relative energy (zero: lowest compared OMol25 entry of this formula, charge and spin) ... 202.3 kJ/mol

Positions of all 31 atoms, in Å:
C1 2.18 -1.89 -1.97
C2 2.21 -1.49 -0.74
C3 -3.28 0.62 2.19
C4 -0.77 -0.71 -0.20
C5 0.53 -0.22 0.54
C6 -1.06 1.45 1.37
C7 -2.12 0.46 1.40
C8 2.63 -3.31 -2.31
C9 -1.47 2.90 1.48
C10 1.83 -0.21 -0.17
N1 -1.83 -0.68 0.74
N2 0.12 1.05 0.98
I1 -1.18 2.77 -2.24
H1 1.75 -1.14 -2.54
H2 2.63 -2.17 0.03
H3 -3.84 -0.23 2.41
H4 -3.39 1.40 2.86
H5 -0.89 0.06 -1.02
H6 -0.67 -1.77 -0.60
H7 0.63 -0.77 1.45
H8 1.88 -3.82 -2.77
H9 3.14 -3.84 -1.49
H10 3.39 -3.28 -2.98
H11 -2.49 3.00 1.20
H12 -0.88 3.47 0.86
H13 -1.47 3.36 2.51
H14 1.65 0.40 -1.03
H15 2.55 0.30 0.44
H16 -2.53 -1.39 0.66
H17 0.95 1.74 0.87
H18 -0.20 3.94 -1.90

Mulliken population analysis, charges in e, atoms 1 to 8: atom 1 (C): 0.062, atom 2 (C): -0.745, atom 3 (C): -1.340, atom 4 (C): -0.475, atom 5 (C): 0.169, atom 6 (C): 0.830, atom 7 (C): 0.652, atom 8 (C): -1.344



No. 3
Below is an isolated molecule of C10H18N2O5 at a distorted geometry, with properties calculated with ωB97M-V with the def2-TZVPD basis set.

Properties
HOMO energy ... -9.52 eV
LUMO ... 0.39 eV
HOMO-LUMO gap ... 9.91 eV
Relative energy (zero: lowest compared OMol25 entry of this formula, charge and spin) ... 277.9 kJ/mol

Positions of all 35 atoms, in Å:
C1 2.87 1.72 0.74
C2 2.71 0.19 0.77
C3 2.24 -0.29 2.12
C4 1.92 -0.31 -0.59
N1 0.64 0.25 -0.85
C5 -0.50 -0.02 -0.16
O1 -0.72 -1.09 0.56
C6 -1.65 0.95 -0.45
N2 -1.02 2.19 -1.08
C7 -2.79 0.34 -1.25
C8 -3.11 -1.01 -0.74
C9 -3.76 -1.01 0.62
O2 -4.97 -0.73 0.67
O3 -3.15 -1.39 1.72
C10 1.90 -1.76 -0.99
O4 1.14 -2.49 -1.47
O5 3.03 -2.29 -0.52
H1 1.92 2.15 0.99
H2 3.13 2.18 -0.17
H3 3.47 2.06 1.56
H4 3.73 -0.15 0.56
H5 2.88 0.03 2.88
H6 2.29 -1.37 2.25
H7 1.23 0.08 2.44
H8 2.54 0.03 -1.41
H9 0.54 1.22 -1.33
H10 -1.96 1.45 0.36
H11 -1.25 2.96 -0.51
H12 -1.65 2.51 -1.91
H13 -2.66 0.33 -2.31
H14 -3.74 0.92 -1.19
H15 -2.13 -1.63 -0.82
H16 -3.95 -1.57 -1.21
H17 -2.16 -1.29 1.63
H18 2.97 -3.18 -0.90

Mulliken population analysis, charges in e, atoms 1 to 8: atom 1 (C): -1.741, atom 2 (C): 0.708, atom 3 (C): -1.472, atom 4 (C): -0.119, atom 5 (N): 0.009, atom 6 (C): 0.082, atom 7 (O): -0.900, atom 8 (C): 0.284



No. 4
Below is an isolated molecule of C10H18N2OS at a distorted geometry, with properties calculated with ωB97M-V with the def2-TZVPD basis set.

Properties
HOMO energy ... -7.96 eV
LUMO ... 0.80 eV
HOMO-LUMO gap ... 8.76 eV
Relative energy (zero: lowest compared OMol25 entry of this formula, charge and spin) ... 687.3 kJ/mol

Positions of all 32 atoms, in Å:
C1 -1.83 -2.31 -0.19
N1 -0.74 -1.96 0.24
C2 0.43 -2.15 -0.52
C3 1.65 -1.85 0.35
S1 1.67 -0.01 0.77
O1 2.37 0.12 2.00
N2 2.43 0.58 -0.43
C4 3.82 0.90 -0.18
C5 0.00 0.60 0.83
C6 -0.70 0.24 1.87
C7 -2.02 0.80 1.91
C8 -2.21 1.51 0.54
C9 -0.81 1.39 -0.14
C10 -0.66 0.78 -1.53
H1 -2.62 -2.09 0.42
H2 -2.10 -2.69 -1.19
H3 0.36 -1.68 -1.43
H4 0.49 -3.28 -0.74
H5 1.66 -2.24 1.37
H6 2.65 -2.02 -0.02
H7 3.95 1.41 0.76
H8 4.10 1.63 -0.97
H9 4.50 -0.06 -0.27
H10 -0.53 -0.38 2.74
H11 -2.08 1.46 2.90
H12 -2.62 0.02 2.18
H13 -2.94 0.92 -0.14
H14 -2.60 2.49 0.62
H15 -0.31 2.40 -0.09
H16 -1.01 1.41 -2.33
H17 -1.34 -0.04 -1.63
H18 0.42 0.48 -1.55

Mulliken population analysis, charges in e, atoms 1 to 8: atom 1 (C): -0.582, atom 2 (N): -0.081, atom 3 (C): -0.942, atom 4 (C): -0.830, atom 5 (S): 1.265, atom 6 (O): -0.772, atom 7 (N): -0.517, atom 8 (C): -0.805



No. 5
Below is a 2-piece molecular cluster, C10H18N3 overall at a distorted geometry, with properties calculated with ωB97M-V with the def2-TZVPD basis set.

Properties
HOMO energy ... -12.22 eV
LUMO ... -3.72 eV
Net charge ... +1
HOMO-LUMO gap ... 8.50 eV
Relative energy (zero: lowest compared OMol25 entry of this formula, charge and spin) ... 356.2 kJ/mol

Positions of all 31 atoms, in Å:
C1 1.15 1.59 1.80
C2 0.90 2.06 3.25
C3 0.58 0.19 1.62
C4 1.13 -0.81 2.36
C5 -0.43 -0.04 0.76
C6 0.51 -2.04 2.43
C7 -1.15 -1.22 0.88
C8 -0.59 -2.23 1.67
H1 0.86 2.33 1.02
H2 2.31 1.77 1.62
H3 0.02 1.55 3.83
H4 1.96 -0.43 3.04
H5 -1.06 0.68 0.19
H6 0.84 -2.76 3.17
H7 -2.08 -1.42 0.28
H8 -1.10 -3.16 1.89
H9 0.54 3.18 3.32
H10 1.78 1.94 3.88
C9 -1.50 1.43 -3.66
C10 -0.15 -0.05 -2.42
N1 -0.83 1.14 -2.44
N2 -0.42 -1.12 -3.32
N3 0.98 -0.03 -1.57
H11 -0.93 1.79 -1.68
H12 -1.32 -1.64 -3.30
H13 0.19 -1.58 -3.97
H14 1.20 0.71 -0.89
H15 1.23 -0.90 -1.26
H16 -1.62 0.50 -4.39
H17 -0.95 2.24 -4.13
H18 -2.61 1.92 -3.39

Mulliken population analysis, charges in e, atoms 1 to 8: atom 1 (C): -0.657, atom 2 (C): -1.166, atom 3 (C): 0.342, atom 4 (C): -0.354, atom 5 (C): -0.204, atom 6 (C): -0.483, atom 7 (C): -0.675, atom 8 (C): -0.522



No. 6
Below is C10H18N3O2OsS as an isolated structure at a distorted geometry, with properties calculated with ωB97M-V with the def2-TZVPD basis set.

Properties
HOMO energy (spin up / spin down) ... -20.03 / -20.79 eV
LUMO (spin up / spin down) ... -10.86 / -15.22 eV
2S+1 ... 5
<S²> ... 6.020
Net charge ... +3
HOMO-LUMO gap (spin up / spin down) ... 9.17 / 5.56 eV

Positions of all 35 atoms, in Å:
Os1 -0.21 -0.47 -0.40
C1 0.68 0.96 2.07
C2 1.35 1.94 1.10
N1 0.72 1.84 -0.23
C3 1.57 2.02 -1.40
C4 2.67 0.96 -1.52
S1 2.12 -0.73 -1.06
C5 2.92 -0.93 0.58
C6 1.89 -1.23 1.67
N2 0.63 -0.44 1.54
H1 1.20 0.99 3.03
H2 -0.35 1.27 2.25
H3 1.22 2.94 1.51
H4 2.42 1.76 1.03
H5 -0.08 2.47 -0.29
H6 0.94 2.01 -2.29
H7 2.08 3.00 -1.39
H8 2.99 0.91 -2.56
H9 3.56 1.19 -0.93
H10 3.61 -1.77 0.50
H11 3.52 -0.05 0.80
H12 1.63 -2.30 1.64
H13 2.36 -1.04 2.64
H14 -0.02 -0.92 2.18
O1 -1.31 -0.69 -2.09
C7 -2.38 -0.96 -1.51
C8 -3.74 -1.32 -1.97
C9 -4.46 -1.63 -0.66
C10 -3.48 -1.21 0.48
O2 -3.74 -1.20 1.63
N3 -2.31 -0.89 -0.15
H15 -3.75 -2.16 -2.68
H16 -4.20 -0.49 -2.52
H17 -4.65 -2.70 -0.49
H18 -5.41 -1.10 -0.52

Mulliken population analysis, charges in e, atoms 1 to 8: atom 1 (Os): 0.942, atom 2 (C): -0.710, atom 3 (C): -0.576, atom 4 (N): -0.215, atom 5 (C): -0.754, atom 6 (C): -0.553, atom 7 (S): -0.057, atom 8 (C): -0.542



No. 7
Below is a 2-piece molecular cluster, C10H18N3O6P overall at a distorted geometry, with properties calculated with ωB97M-V with the def2-TZVPD basis set.

Properties
HOMO energy ... -8.18 eV
LUMO ... 0.39 eV
HOMO-LUMO gap ... 8.57 eV
Relative energy (zero: lowest compared OMol25 entry of this formula, charge and spin) ... 0.0 kJ/mol

Positions of all 38 atoms, in Å:
O1 -0.14 -0.67 2.13
C1 -0.65 0.38 1.86
C2 0.03 1.48 1.04
C3 0.17 1.14 -0.50
P1 0.15 2.71 -1.57
O2 -0.31 4.01 -0.65
O3 -0.95 2.60 -2.83
C4 1.70 0.71 -0.62
C5 1.71 0.16 -2.08
O4 2.52 0.28 -2.93
N1 0.46 -0.49 -2.19
C6 -0.44 -0.19 -1.04
C7 -1.87 -0.20 -1.62
C8 -2.85 0.45 -0.55
C9 -3.89 1.48 -1.18
O5 -2.64 1.83 -0.31
H1 -1.67 0.60 2.26
H2 -0.53 2.41 1.23
H3 1.05 1.62 1.43
H4 -0.79 4.67 -1.17
H5 -0.67 1.81 -3.33
H6 1.81 -0.07 0.16
H7 2.37 1.58 -0.57
H8 0.47 -1.44 -2.53
H9 -0.24 -1.03 -0.35
H10 -2.00 0.38 -2.55
H11 -2.26 -1.23 -1.66
H12 -3.21 -0.19 0.29
H13 -3.43 1.98 -2.04
H14 -4.58 2.03 -0.53
N2 2.65 -2.63 2.15
C10 3.09 -3.76 2.78
N3 2.12 -4.44 3.46
O6 4.25 -4.12 2.74
H15 1.69 -2.32 2.18
H16 3.32 -2.09 1.64
H17 2.40 -5.28 3.94
H18 1.16 -4.15 3.50

Mulliken population analysis, charges in e, atoms 1 to 8: atom 1 (O): -0.444, atom 2 (C): -0.245, atom 3 (C): -0.881, atom 4 (C): 0.782, atom 5 (P): -0.019, atom 6 (O): -0.391, atom 7 (O): -0.532, atom 8 (C): -0.520